# C36H33BN10P2Ti

C36H33BN10P2Ti as an isolated structure (the ωB97M-V functional and the def2-TZVPD basis, the OMol25 dataset).

The calculation puts the highest occupied orbital energy (spin up / spin down) at -10.9 / -11.2 eV. The value obtained for the orbital gap (spin up / spin down) is 7.658 / 8.238 eV. The calculation puts the LUMO energy (spin up / spin down) at -3.291 / -2.994 eV. The spin multiplicity is 2. Its total charge is +1. The value obtained for the energy above the lowest of the compared OMol25 structures with the same formula, charge and spin is 0.0000 eV. Its expectation value of S² is 0.753.

Last column: Löwdin spin population.
Cartesian coordinates (Å):
1 Ti -0.00708 0.23666 0.05758  0.920
2 C 1.24944 4.27697 1.24152  0.000
3 C 0.99238 2.95330 1.56910  0.003
4 N 0.55886 2.27899 0.49627  0.007
5 N 0.52294 3.16790 -0.52816  0.003
6 C 0.92244 4.36737 -0.10188  0.000
7 B -0.02542 2.76057 -1.91459  0.002
8 N 0.86142 1.62510 -2.47098  0.005
9 C 1.46758 1.50519 -3.65538  0.000
10 C 2.08966 0.26865 -3.71740  0.000
11 C 1.80467 -0.32448 -2.49583  0.002
12 N 1.06471 0.50016 -1.74315  0.005
13 N -1.45805 2.21776 -1.71134  0.003
14 C -2.60670 2.59250 -2.28291  0.002
15 C -3.62017 1.76357 -1.83132  0.000
16 C -2.98235 0.86792 -0.98196  0.003
17 N -1.68204 1.16082 -0.89571  0.006
18 H 1.60445 5.06033 1.88665  0.000
19 H 1.09784 2.46096 2.51982  0.000
20 H 0.94420 5.20606 -0.77762  0.000
21 H -0.03117 3.69553 -2.65708  0.000
22 H 1.41819 2.30479 -4.37573  0.000
23 H 2.65482 -0.14739 -4.53166  0.000
24 H 2.08128 -1.30602 -2.13933  0.000
25 H -2.62887 3.42118 -2.97074  0.000
26 H -4.66146 1.79624 -2.09649  0.000
27 H -3.38400 0.03278 -0.42971  0.000
28 C 1.64376 -2.32167 3.59465  0.001
29 N 1.14373 -1.52126 2.47332  0.005
30 P 1.97952 -1.26412 1.00745  -0.001
31 C 3.57875 -0.53142 1.42027  -0.001
32 C 3.80943 0.79183 1.04771  0.000
33 C 4.98678 1.42777 1.41720  0.000
34 C 5.93627 0.74245 2.15962  0.000
35 C 5.72064 -0.58268 2.52299  0.000
36 C 4.55016 -1.22159 2.15002  0.000
37 C 2.35204 -2.90835 0.36927  -0.001
38 C 1.42300 -3.93578 0.53300  -0.001
39 C 1.65421 -5.17696 -0.03682  0.000
40 C 2.80252 -5.39399 -0.78599  -0.001
41 C 3.72484 -4.37364 -0.96024  0.000
42 C 3.50591 -3.13337 -0.38190  -0.001
43 P -0.07479 -0.36030 2.58452  0.012
44 C -1.66762 -1.20498 2.77188  0.000
45 C -1.77501 -2.57859 2.95662  -0.001
46 C -3.02579 -3.17625 2.99352  0.000
47 C -4.17134 -2.40675 2.84315  -0.001
48 C -4.06923 -1.03633 2.64690  0.000
49 C -2.81964 -0.43671 2.60434  0.001
50 C 0.25288 0.49130 4.14928  0.002
51 C 1.57107 0.87874 4.40532  0.000
52 C 1.88726 1.54466 5.57694  0.000
53 C 0.89043 1.82976 6.50227  0.000
54 C -0.41762 1.44282 6.25527  0.000
55 C -0.73931 0.77110 5.08351  0.000
56 H 2.00454 -3.28112 3.22310  0.000
57 H 0.83944 -2.50388 4.30628  0.000
58 H 2.45518 -1.81215 4.11755  0.000
59 H 3.06859 1.32472 0.46216  0.000
60 H 5.16323 2.45338 1.12112  0.000
61 H 6.85538 1.23554 2.44768  0.000
62 H 6.47114 -1.11807 3.08916  0.000
63 H 4.39806 -2.26195 2.41076  0.000
64 H 0.51320 -3.75635 1.09389  0.000
65 H 0.92920 -5.97016 0.08816  0.000
66 H 2.97205 -6.35816 -1.24574  0.000
67 H 4.61082 -4.53918 -1.55771  0.000
68 H 4.23082 -2.34041 -0.52157  0.000
69 H -0.88556 -3.18768 3.05467  0.000
70 H -3.10676 -4.24557 3.13582  0.000
71 H -5.14496 -2.87733 2.87082  0.000
72 H -4.96080 -0.43664 2.51909  0.000
73 H -2.74258 0.63236 2.42709  0.001
74 H 2.35483 0.65516 3.68707  0.000
75 H 2.91055 1.83763 5.77130  0.000
76 H 1.13693 2.34960 7.41839  0.000
77 H -1.19242 1.65697 6.97915  0.000
78 H -1.76056 0.45857 4.90878  0.000
79 N -0.83113 -1.56207 -0.43121  0.004
80 C -0.77731 -2.42433 -1.23746  0.005
81 N -0.77847 -3.37480 -2.05659  0.006
82 C 0.31240 -3.61221 -2.78042  0.000
83 N 1.25144 -3.82698 -3.41788  0.003

Atomic forces in eV per Å
Ti 0.094 0.014 -0.541
C -0.051 0.005 -0.007
C 0.018 0.022 -0.026
N 0.003 -0.031 0.023
N -0.026 -0.006 0.003
C 0.057 -0.006 0.009
B 0.013 0.012 -0.019
N -0.014 -0.017 0.007
C 0.031 0.006 -0.013
C -0.030 0.022 0.008
C 0.030 -0.019 0.008
N -0.050 0.030 0.057
N -0.033 0.019 0.021
C -0.016 0.030 0.052
C 0.026 -0.054 -0.078
C -0.046 0.080 0.121
N 0.062 -0.115 -0.027
H -0.006 0.002 0.002
H 0.009 -0.021 0.034
H 0.005 -0.003 -0.004
H 0.004 0.003 -0.005
H -0.002 -0.001 0.000
H -0.004 0.000 -0.004
H -0.013 0.002 -0.002
H 0.001 -0.002 -0.003
H 0.003 -0.009 -0.013
H 0.005 0.006 0.002
C 0.012 0.008 0.004
N 0.068 0.000 -0.077
P -0.031 0.066 0.048
C 0.033 -0.033 -0.011
C -0.012 0.005 -0.001
C 0.013 0.002 0.004
C -0.002 -0.004 0.002
C -0.001 0.001 -0.004
C 0.000 0.012 0.007
C 0.003 0.000 0.014
C -0.019 0.005 -0.020
C 0.014 -0.004 -0.002
C -0.001 -0.016 0.014
C -0.008 0.000 -0.004
C -0.016 0.021 -0.014
P -0.261 -0.201 0.192
C 0.070 0.098 0.058
C 0.011 -0.020 -0.002
C -0.007 0.004 -0.001
C 0.007 -0.007 0.000
C 0.001 0.004 0.012
C -0.009 -0.007 -0.019
C 0.028 -0.033 0.034
C 0.003 0.021 -0.030
C -0.005 0.005 0.018
C 0.003 0.005 -0.006
C -0.004 0.007 0.002
C -0.014 0.002 -0.021
H -0.005 -0.005 0.002
H 0.022 0.016 0.010
H 0.006 -0.007 0.002
H 0.011 -0.010 0.002
H -0.002 -0.001 -0.005
H -0.001 0.002 0.001
H 0.000 -0.001 0.000
H -0.006 -0.008 0.006
H -0.008 0.000 0.010
H 0.000 0.000 0.004
H -0.005 0.006 -0.006
H 0.005 -0.002 0.006
H 0.009 0.004 0.010
H -0.023 -0.008 -0.005
H 0.000 -0.002 0.000
H 0.000 -0.001 -0.002
H -0.002 0.002 0.005
H -0.002 0.001 0.009
H 0.004 0.002 0.007
H 0.002 -0.003 -0.002
H -0.002 -0.002 0.002
H 0.000 -0.002 0.000
H -0.001 -0.004 -0.004
N 0.008 0.152 0.177
C 0.052 -0.073 0.003
N -0.069 0.033 -0.008
C 0.108 0.019 -0.042
N -0.045 -0.019 0.015

***

# C34H41Br2FN3O4PS2

A 3-piece molecular cluster, C34H41Br2FN3O4PS2 overall (the ωB97M-V functional and the def2-TZVPD basis, the OMol25 dataset).

The calculation puts the highest occupied orbital energy at -8.5 eV. The value obtained for the orbital gap is 7.051 eV. The calculation puts the LUMO energy at -1.479 eV. The spin multiplicity is 1. Its SMILES is Cc1ccc(Cc2c(N=C=S)cc3c(c2F)C(=O)c2ccc([PH2]=S)c([C@@H](Br)[C@@H](C)Br)c2C3=O)cc1.COC[C@@H](C)N.COC[C@@H](C)N.

Last column: Löwdin charge in e.
Cartesian coordinates (Å):
1 C -2.74566 7.99002 -0.57354  -0.103
2 C -2.18738 6.61870 0.05915  -0.227
3 C -1.46583 6.51284 1.43299  -0.036
4 C -0.89973 5.15662 1.97972  -0.016
5 C -1.06153 3.83007 1.14720  -0.164
6 C -0.41819 2.44969 1.71117  -0.111
7 C 1.12001 2.49354 1.19087  -0.022
8 C 1.30754 2.10916 -0.32822  -0.157
9 N 0.17470 1.70898 -1.20390  0.041
10 C -0.08999 0.44388 -0.99333  -0.584
11 S -0.62032 -0.93900 -0.21757  0.678
12 C 2.71464 2.15665 -0.97827  0.062
13 C 3.89221 2.60258 -0.07574  -0.032
14 C 3.71176 2.96444 1.44647  0.038
15 C 2.29177 2.91237 2.11452  -0.048
16 F 2.11058 3.24598 3.48472  0.007
17 C 5.02757 3.43291 2.26467  -0.247
18 O 5.30043 3.04641 3.42054  0.074
19 C 5.97395 4.41624 1.39156  -0.017
20 C 6.61115 5.66084 2.05407  0.020
21 C 7.45775 6.56881 1.10225  -0.046
22 C 7.63061 6.24984 -0.42953  -0.293
23 P 8.65824 7.54741 -1.37484  0.290
24 S 10.54642 7.11441 -1.51183  0.090
25 C 7.00568 4.97287 -1.10871  -0.175
26 C 7.22558 4.65334 -2.65372  -0.632
27 Br 8.35167 3.00550 -2.96513  0.704
28 C 5.90591 4.70746 -3.57643  -0.686
29 C 5.60380 3.31878 -4.37475  -0.193
30 Br 4.28068 5.42495 -2.65380  0.678
31 C 6.16634 4.06410 -0.13299  -0.012
32 C 5.41174 2.75306 -0.61559  -0.281
33 O 5.87088 1.81300 -1.29769  0.025
34 C -1.80866 3.94968 -0.20381  -0.033
35 C -2.37451 5.30678 -0.74592  -0.032
36 H -3.81028 8.23611 -0.25062  0.078
37 H -1.98138 8.81121 -0.28805  0.081
38 H -2.69474 7.93763 -1.72834  0.079
39 H -1.33642 7.48663 2.01834  0.090
40 H -0.36536 5.19574 2.99257  0.094
41 H -0.46656 2.42418 2.86540  0.126
42 H -1.00039 1.57253 1.27401  0.076
43 H 2.93653 1.92649 -2.06902  0.114
44 H 6.47614 5.92023 3.16388  0.117
45 H 7.92430 7.51207 1.56111  0.097
46 H 8.40721 8.83838 -0.76288  -0.009
47 H 8.07079 7.58313 -2.70147  -0.020
48 H 7.91452 5.49692 -3.04490  0.053
49 H 6.10612 5.46568 -4.42760  0.098
50 H 5.36611 2.44799 -3.68129  0.059
51 H 6.41613 3.11135 -5.14849  0.068
52 H 4.63478 3.51740 -4.97927  0.080
53 H -1.97666 3.04287 -0.88554  0.082
54 H -2.90646 5.38136 -1.75827  0.095
55 C -5.78816 -3.01620 2.79764  -0.107
56 O -4.49549 -2.62480 2.36444  -0.194
57 C -3.51259 -3.65400 2.43444  -0.202
58 C -3.49827 -4.59925 1.21525  -0.426
59 C -4.62244 -5.63038 1.23270  -0.071
60 N -3.55593 -3.85286 -0.04835  0.044
61 H -5.74779 -3.73086 3.62437  0.090
62 H -6.35517 -3.43029 1.96215  0.073
63 H -6.31357 -2.12139 3.13999  0.087
64 H -2.54856 -3.13420 2.46782  0.116
65 H -3.59697 -4.21011 3.37596  0.118
66 H -2.55315 -5.15311 1.24242  0.135
67 H -5.59511 -5.19605 0.99165  0.067
68 H -4.43226 -6.41288 0.49392  0.064
69 H -4.69675 -6.11169 2.21237  0.083
70 H -2.75344 -3.22616 -0.09296  0.032
71 H -4.35276 -3.21802 0.01134  0.072
72 C -6.70467 -9.10582 0.57230  -0.101
73 O -5.41214 -8.71371 0.13985  -0.215
74 C -4.42880 -9.74236 0.21228  -0.200
75 C -4.41272 -10.68900 -1.00566  -0.432
76 C -5.53647 -11.72042 -0.98781  -0.075
77 N -4.46925 -9.94480 -2.27035  0.037
78 H -6.66453 -9.81957 1.39985  0.091
79 H -7.27064 -9.52107 -0.26331  0.074
80 H -7.23128 -8.21090 0.91304  0.087
81 H -3.46513 -9.22225 0.24585  0.120
82 H -4.51393 -10.29717 1.15458  0.118
83 H -3.46749 -11.24230 -0.97667  0.134
84 H -6.50870 -11.28657 -1.23061  0.064
85 H -5.34448 -12.50389 -1.72603  0.077
86 H -5.61187 -12.20042 -0.00770  0.078
87 H -3.66735 -9.31814 -2.31593  0.073
88 H -5.26634 -9.31016 -2.21292  0.070

Atomic forces in eV per Å
C 1.468 -0.512 0.015
C 0.684 -3.345 0.643
C -0.285 -2.635 -1.987
C -1.827 0.647 -3.303
C -1.337 3.363 -0.558
C 0.511 1.632 -0.633
C 0.835 -0.475 -0.568
C 4.312 1.282 1.576
N 0.379 -5.362 1.777
C -0.634 2.343 2.287
S 1.403 3.247 -2.581
C -0.076 1.188 4.022
C -2.217 0.553 1.902
C -1.990 -0.367 -1.109
C 1.006 -0.937 -3.766
F 0.250 -0.862 -3.537
C 0.177 -0.741 0.760
O -1.023 1.671 -3.958
C 1.169 1.428 -1.289
C 0.840 -0.818 -4.416
C -1.906 -2.806 -0.898
C -1.958 -1.473 2.196
P -0.043 -1.099 -0.091
S -0.231 0.098 0.134
C -0.328 0.351 4.057
C 0.212 1.816 0.636
Br -0.620 1.148 0.407
C 0.872 -0.955 -1.961
C -1.561 1.046 -0.122
Br 0.884 -0.548 -0.481
C 1.161 2.257 1.068
C -0.620 -1.909 -0.500
O -1.119 3.445 1.889
C 0.066 2.577 1.217
C 1.991 0.195 3.389
H 1.550 -0.293 -0.299
H -1.578 -1.110 -0.279
H -0.232 -0.119 1.917
H -0.111 -1.711 -0.773
H -0.873 -0.302 -1.728
H 0.145 0.087 -1.993
H 1.008 1.122 0.634
H -0.595 0.281 1.685
H 0.196 -0.596 -2.009
H -0.707 -1.594 -0.995
H -0.347 -0.957 -0.369
H -0.124 0.302 1.076
H -1.090 -1.589 0.718
H -0.333 -1.069 1.681
H 0.746 1.138 -0.915
H -0.963 0.176 1.417
H 1.537 -0.270 0.951
H 0.388 1.438 1.377
H 0.932 -0.384 1.705
C -0.049 0.346 -0.208
O 0.137 -0.386 0.298
C 0.265 0.179 -0.207
C -0.457 0.147 0.067
C 0.074 -0.260 -0.066
N 0.164 0.225 0.205
H 0.040 -0.064 -0.066
H -0.113 -0.177 0.121
H 0.133 -0.028 -0.010
H -0.098 0.066 -0.034
H -0.145 -0.056 -0.027
H 0.016 0.130 0.035
H 0.093 0.065 0.027
H -0.052 0.125 0.081
H -0.016 0.029 -0.045
H -0.041 -0.144 -0.113
H 0.060 -0.166 -0.066
C -0.043 0.352 -0.212
O 0.111 -0.456 0.298
C 0.259 0.172 -0.184
C -0.396 0.153 -0.005
C -0.014 -0.279 0.004
N 0.136 0.204 0.222
H 0.040 -0.062 -0.064
H -0.117 -0.172 0.123
H 0.129 -0.021 -0.009
H -0.100 0.059 -0.048
H -0.150 -0.054 -0.024
H 0.011 0.133 0.039
H 0.101 0.056 0.029
H 0.007 0.138 0.037
H -0.018 0.047 -0.045
H -0.024 -0.134 -0.100
H 0.064 -0.164 -0.069